# 1
Density functional theory data (ωB97M-V/def2-TZVPD) for 2 unconnected molecules or ions with the total composition C4H11NO in a non-equilibrium geometry.

Geometry as XYZ:
```
17
Properties=species:S:1:pos:R:3:forces:R:3
C -0.464 -2.148 1.373 -1.9832 1.3582 1.3743
C -0.876 -0.924 1.674 1.0248 1.0529 1.0631
N -0.419 0.258 1.029 -0.0057 0.1139 -1.9146
C 0.147 1.427 1.754 -0.5946 -2.5590 0.0188
C 1.496 1.084 2.338 0.3562 -0.2503 -0.1579
H -0.862 -2.929 2.001 0.1929 -0.5436 -0.4593
H -0.074 -2.186 0.414 1.5386 -0.9503 -1.3760
H -1.543 -0.674 2.477 -0.3433 -0.5042 0.9762
H -1.235 0.640 0.585 -0.3323 0.1147 -0.6181
H 0.189 2.181 1.003 0.0356 0.8618 -0.2640
H -0.595 1.653 2.534 0.4896 0.6118 0.2633
H 1.404 0.111 2.843 0.1803 0.5410 0.3078
H 2.385 0.994 1.674 -1.0242 0.1040 -0.1693
H 1.711 1.914 2.983 0.4639 0.0490 0.9544
O 0.046 0.093 -6.692 -0.8717 -2.8326 -1.0423
H -0.459 -0.080 -5.893 0.0092 0.5678 0.5372
H -0.170 -0.806 -7.133 0.8638 2.2651 0.5064
```
Positions in Å, forces in eV/Å.

- E_LUMO (eV) = 0.97
- charge = 0

=====

# 2
Density functional theory data (ωB97M-V/def2-TZVPD) for 2 unconnected molecules or ions with the total composition C4H11NO in a non-equilibrium geometry.

Geometry as XYZ:
```
17
Properties=species:S:1:pos:R:3:forces:R:3
C -1.116 -0.186 -0.876 -1.0195 -0.0970 0.8701
C -1.543 -0.474 0.376 0.1019 -0.1538 -1.8280
C -1.717 0.561 1.444 0.1823 -0.1322 0.4373
O -1.918 -1.756 0.733 -0.0855 0.4175 -0.0197
H -0.954 0.843 -1.183 0.1036 -0.2303 0.2077
H -1.122 -0.929 -1.669 0.1630 -0.0388 0.1648
H -1.864 0.094 2.424 -0.0634 0.0328 -0.2111
H -2.577 1.205 1.225 0.1407 -0.1876 0.0726
H -0.825 1.191 1.520 -0.1468 -0.0291 -0.1067
H -2.079 -2.279 -0.071 0.2474 0.3027 0.3464
C 2.719 0.031 -0.795 -0.2898 -0.0395 -0.0182
N 1.681 0.715 -0.040 0.9187 0.0209 0.7529
H 3.288 0.748 -1.394 -0.0231 -0.1031 0.0929
H 2.268 -0.709 -1.462 0.3207 -0.2034 -0.2637
H 3.409 -0.478 -0.117 -0.0243 0.0635 -0.1039
H 1.204 1.398 -0.626 -0.4191 -0.8356 0.6421
H 1.147 0.024 0.512 -0.1067 1.2131 -1.0355
```
Positions in Å, forces in eV/Å.

- E_LUMO (eV) = 0.82
- charge = 0

=====

# 3
Density functional theory data (ωB97M-V/def2-TZVPD) for 2 unconnected molecules or ions with the total composition C4H11NO in a non-equilibrium geometry.

Geometry as XYZ:
```
17
Properties=species:S:1:pos:R:3:forces:R:3
C 0.983 -1.975 2.982 -3.1314 2.3420 -1.8447
C 0.197 -1.023 2.411 -0.3462 1.8019 0.7048
C 0.066 0.503 2.817 0.5437 -2.4102 2.7673
H 0.514 -2.930 2.821 1.3110 -0.8237 0.0927
H 1.700 -1.587 3.655 0.7207 -0.5995 1.0555
H -0.509 -1.156 1.605 -0.3066 -1.2207 0.0595
H 1.118 0.693 3.155 -1.0500 1.1650 -0.4713
H -0.473 1.111 2.118 0.7179 0.4514 -0.8756
H -0.642 0.631 3.755 1.5348 -0.7023 -1.4926
N -0.105 1.876 -3.014 0.9233 -2.4463 -0.7851
C -0.759 0.646 -3.549 -0.2531 -0.1597 1.6382
O -0.178 -0.633 -3.157 0.6252 1.2402 -1.6477
H 0.124 1.579 -2.062 0.0892 0.6622 0.0662
H 0.796 1.765 -3.526 -0.3751 0.8563 0.8029
H -1.777 0.595 -3.125 0.0762 0.3954 -0.9313
H -0.626 0.709 -4.614 -0.7015 -0.2646 -0.4100
H -0.431 -0.805 -2.271 -0.3781 -0.2874 1.2711
```
Positions in Å, forces in eV/Å.

- E_LUMO (eV) = 0.54
- charge = 0

=====

# 4
Density functional theory data (ωB97M-V/def2-TZVPD) for 2 unconnected molecules or ions with the total composition C4H11NO in a non-equilibrium geometry.

Geometry as XYZ:
```
17
Properties=species:S:1:pos:R:3:forces:R:3
C 0.678 -0.151 1.494 -0.1368 0.6992 -0.1006
C 1.348 0.466 0.240 -0.2512 -1.5110 0.3593
C 0.832 -0.416 -0.918 -0.0115 -0.0242 -0.2173
N -0.094 -1.342 -0.303 0.3950 0.2461 0.7027
C -0.594 -0.773 0.944 0.2403 -0.5285 -0.4116
H 0.499 0.619 2.239 -0.1632 0.0642 0.1340
H 1.288 -0.901 1.967 0.3233 -0.4174 0.0095
H 2.421 0.331 0.281 0.2630 0.6194 0.1588
H 1.031 1.492 0.171 0.2163 0.4392 -0.3263
H 0.401 0.200 -1.710 -0.2269 0.1996 -0.1702
H 1.630 -0.987 -1.390 0.2117 0.0882 -0.0583
H -0.692 -1.870 -0.897 -0.5324 -0.0386 -0.2566
H -0.975 -1.583 1.564 -0.1731 0.1394 0.1526
H -1.369 -0.009 0.809 -0.1730 0.0515 0.0008
O -2.415 1.673 -1.788 0.1497 0.0003 0.2004
H -2.377 2.111 -0.933 -0.2191 0.1682 0.0398
H -1.614 1.142 -1.769 0.0879 -0.1956 -0.2170
```
Positions in Å, forces in eV/Å.

- E_LUMO (eV) = 0.84
- charge = 0

=====

# 5
Density functional theory data (ωB97M-V/def2-TZVPD) for 2 unconnected molecules or ions with the total composition C4H11NO in a non-equilibrium geometry.

Geometry as XYZ:
```
17
Properties=species:S:1:pos:R:3:forces:R:3
C 2.721 -0.608 0.865 -1.9638 -0.4709 0.0357
C 2.047 0.081 -0.295 1.1062 0.9413 -1.0316
O 2.017 1.267 -0.538 -0.3140 -0.2439 0.9166
H 2.071 -1.443 1.155 0.2377 -0.2856 -0.3915
H 3.619 -1.010 0.416 0.5349 -0.0727 0.4289
H 2.780 -0.071 1.803 0.7241 0.6842 -0.2892
H 1.783 -0.560 -1.154 -0.3737 -0.6006 0.3361
C -2.320 -0.122 1.219 0.4870 2.5711 -1.4290
N -1.604 -0.117 -0.055 -0.1491 -1.1595 0.1815
C -2.331 -0.228 -1.278 0.2517 -0.1960 -1.1158
H -3.274 -0.614 1.083 0.2454 -0.9666 0.4099
H -2.647 0.919 1.430 0.1363 -0.2335 0.4149
H -1.605 -0.409 1.980 -0.5556 -0.5846 0.4506
H -0.745 0.397 -0.136 -0.1729 0.2858 0.3165
H -3.088 -1.015 -1.260 -0.1477 0.0912 0.4497
H -2.800 0.686 -1.687 -0.0024 -0.0464 0.3163
H -1.643 -0.598 -2.051 -0.0439 0.2867 0.0003
```
Positions in Å, forces in eV/Å.

- E_LUMO (eV) = 0.92
- charge = 0

=====

# 6
Density functional theory data (ωB97M-V/def2-TZVPD) for a single C4H11NO molecule in a non-equilibrium geometry.

Geometry as XYZ:
```
17
Properties=species:S:1:pos:R:3:forces:R:3
C -0.476 -1.365 0.590 0.5967 -0.6430 -0.8610
C 0.529 -0.229 0.666 -1.3157 1.2506 0.9144
N 0.520 0.512 1.948 -0.1781 -0.1724 -0.3002
C 0.309 0.819 -0.425 -0.1676 -0.0770 -0.5466
C 0.276 0.266 -1.852 -0.0841 0.1768 0.4820
O -0.885 1.571 -0.177 -0.1158 -0.1994 -0.1021
H -1.494 -1.048 0.397 -0.2672 0.2738 0.2734
H -0.197 -1.980 -0.273 -0.1172 -0.1255 0.0663
H -0.452 -2.039 1.445 -0.0042 0.2047 0.1924
H 1.520 -0.574 0.577 1.2375 -0.8246 -0.4049
H -0.272 1.147 1.938 -0.0169 -0.0384 0.0831
H 0.368 -0.149 2.698 0.0301 0.0547 0.1825
H 1.112 1.545 -0.357 0.1573 0.1454 0.1416
H 0.097 1.100 -2.530 0.1167 -0.0599 -0.1092
H 1.215 -0.227 -2.104 -0.0483 -0.0350 -0.0644
H -0.549 -0.442 -1.960 0.0711 -0.0683 -0.0828
H -1.621 1.094 -0.582 0.1058 0.1376 0.1354
```
Positions in Å, forces in eV/Å.

- E_LUMO (eV) = 0.94
- charge = 0

=====

# 7
Density functional theory data (ωB97M-V/def2-TZVPD) for 3 unconnected molecules or ions with the total composition C4H11NO in a non-equilibrium geometry.

Geometry as XYZ:
```
17
Properties=species:S:1:pos:R:3:forces:R:3
C -2.018 0.370 -0.723 0.9454 0.9527 -1.8500
C -0.737 -0.319 -1.168 0.0300 1.2501 0.8249
C 0.506 0.257 -0.877 1.0107 -2.4378 1.1025
C 0.769 1.403 -0.128 -2.2216 0.2202 1.2681
N 1.632 -0.714 -0.867 -1.3824 2.0291 -2.3428
H -2.218 1.175 -1.576 0.0759 -1.4454 1.9463
H -1.668 0.903 0.187 -0.7227 -0.0306 0.0158
H -2.947 -0.213 -0.506 1.1472 0.1910 -0.4754
H -0.639 -1.307 -1.601 -0.4936 -0.0506 -0.0663
H -0.967 0.002 2.125 0.3092 0.4488 -0.3596
H -0.027 1.732 0.635 1.1804 0.1561 -1.5886
H 1.764 1.852 -0.151 -0.2423 -0.3114 0.4622
H 1.368 -1.512 -0.354 0.2993 -0.9633 0.5645
H 2.561 -0.347 -0.795 0.0732 -0.1689 0.3145
H 1.261 -1.027 1.317 0.8862 1.0089 -2.2833
H 0.212 -0.867 2.328 2.0661 -1.2212 -0.0317
O 1.149 -1.388 2.155 -2.9611 0.3726 2.4988
```
Positions in Å, forces in eV/Å.

- E_LUMO (eV) = -2.80
- charge = 0

=====

# 8
Density functional theory data (ωB97M-V/def2-TZVPD) for 2 unconnected molecules or ions with the total composition C4H11NO in a non-equilibrium geometry.

Geometry as XYZ:
```
17
Properties=species:S:1:pos:R:3:forces:R:3
C -0.912 1.094 1.486 0.7293 -0.5402 -0.4969
C 0.538 0.597 1.273 0.8650 0.7488 -2.0985
C 0.754 0.939 -0.269 -0.7840 0.7037 0.9608
N -0.517 0.498 -0.803 -0.1837 -0.2601 -0.1757
C -1.530 0.479 0.229 -1.6351 -0.3739 -0.0648
H -1.005 2.186 1.466 0.4417 -0.0789 -0.3160
H -1.414 0.829 2.402 -0.0070 -0.6282 0.3247
H 1.400 1.023 1.782 -0.4158 0.1255 0.6183
H 0.675 -0.486 1.200 -0.5534 -0.0561 0.9117
H 0.918 2.046 -0.392 0.2562 -0.9064 -0.0519
H 1.565 0.318 -0.648 0.2352 0.4325 -0.1789
H -0.888 0.759 -1.699 0.6078 0.4124 -0.1061
H -2.459 1.003 -0.062 0.3861 0.0674 -0.0269
H -1.851 -0.576 0.330 0.0712 0.3371 0.6934
O 1.830 -3.854 -2.111 -0.3284 -0.5311 -0.1533
H 2.020 -2.939 -1.914 -0.1075 0.3545 0.0527
H 0.876 -3.915 -2.270 0.4225 0.1929 0.1073
```
Positions in Å, forces in eV/Å.

- E_LUMO (eV) = 0.81
- charge = 0

=====

# 9
Density functional theory data (ωB97M-V/def2-TZVPD) for a single C4H11NO molecule in a non-equilibrium geometry.

Geometry as XYZ:
```
17
Properties=species:S:1:pos:R:3:forces:R:3
C -0.136 1.216 -1.471 -0.0301 0.1938 -0.3827
N -0.261 0.335 -0.343 -0.1500 -0.4052 0.2367
C -1.611 0.278 0.232 1.0901 0.2563 -1.1793
C 0.901 0.134 0.510 -1.1930 -0.3697 -0.0386
C 1.264 -1.331 0.693 0.6861 0.0028 -0.3880
O 0.291 -2.083 1.388 0.1461 0.1912 0.1420
H -0.801 2.091 -1.412 0.0718 0.0351 0.2393
H 0.887 1.581 -1.553 0.0102 0.0568 -0.0033
H -0.374 0.754 -2.439 -0.0282 -0.2118 0.1438
H -2.196 -0.324 -0.468 -0.4694 -0.0851 0.4164
H -2.031 1.291 0.237 -0.2312 -0.0545 0.3787
H -1.574 -0.156 1.226 -0.2408 0.0532 0.1028
H 0.753 0.623 1.479 0.1807 -0.0357 0.1662
H 1.714 0.584 -0.004 0.9603 0.5622 -0.2110
H 2.237 -1.388 1.189 -0.2926 -0.0762 0.5999
H 1.488 -1.794 -0.278 -0.3972 0.1638 -0.1911
H -0.550 -1.809 1.013 -0.1130 -0.2772 -0.0318
```
Positions in Å, forces in eV/Å.

- E_LUMO (eV) = 0.97
- charge = 0

=====

# 10
Density functional theory data (ωB97M-V/def2-TZVPD) for 2 unconnected molecules or ions with the total composition C4H11NO in a non-equilibrium geometry.

Geometry as XYZ:
```
17
Properties=species:S:1:pos:R:3:forces:R:3
C -2.103 3.280 2.068 -0.2537 -0.0347 0.7162
C -2.847 2.790 3.038 -0.1401 0.5725 2.3890
O -3.366 1.563 3.264 0.3741 -0.8278 -1.2274
H -1.910 4.317 2.323 0.6848 -0.0928 -0.8112
H -1.681 2.702 1.271 -0.0903 0.1964 -0.5264
H -2.939 3.394 3.967 -0.3590 0.1638 -0.8808
H -4.034 1.626 3.938 -0.2155 0.0223 0.3402
C 2.822 -1.069 -2.767 0.3432 -1.2629 -1.6500
C 2.290 -2.384 -2.170 -0.1331 0.5297 3.1067
N 2.656 -3.617 -2.838 0.2848 1.0661 -0.6462
H 3.574 -1.271 -3.542 0.3610 -0.2317 0.3558
H 3.304 -0.410 -2.057 -0.4190 0.2777 0.1513
H 2.046 -0.633 -3.410 -0.0128 0.4786 0.7431
H 1.221 -2.132 -1.944 0.2845 -0.9734 -0.6894
H 2.681 -2.555 -1.121 -0.1587 0.7708 -0.8200
H 2.047 -4.403 -2.676 -0.0676 0.1531 -0.4664
H 2.925 -3.398 -3.789 -0.4826 -0.8079 -0.0845
```
Positions in Å, forces in eV/Å.

- E_LUMO (eV) = 0.82
- charge = 0

=====

# 11
Density functional theory data (ωB97M-V/def2-TZVPD) for 2 unconnected molecules or ions with the total composition C4H11NO in a non-equilibrium geometry.

Geometry as XYZ:
```
17
Properties=species:S:1:pos:R:3:forces:R:3
C -2.182 -0.658 0.293 1.2981 0.3955 -0.2742
C -1.288 0.028 -0.449 -2.9020 0.0142 -0.8023
C -0.878 -0.414 -1.820 0.4459 -0.1905 0.3171
H -2.459 -1.671 0.042 -0.0565 -0.1843 -0.1565
H -2.482 -0.313 1.269 -0.2681 0.2523 0.0170
H -1.175 1.094 -0.276 0.6082 -0.1956 0.5888
H 0.176 -0.192 -1.982 0.0817 -0.0239 -0.1485
H -1.451 0.115 -2.582 -0.0111 0.0470 -0.0152
H -1.023 -1.486 -1.947 -0.0413 -0.0444 -0.0834
C 2.238 0.941 0.551 -0.0273 -0.7597 -0.2636
N 1.096 0.738 1.417 -2.4178 -1.0497 -1.0091
O 0.578 -0.722 1.274 4.4228 -0.0602 2.5368
H 3.078 0.268 0.761 -0.0445 0.0159 -0.0579
H 2.564 1.977 0.665 -0.1143 -0.0168 0.1761
H 1.926 0.804 -0.485 0.0417 0.0356 0.0742
H 1.396 0.762 2.391 -0.3036 -0.7061 -0.2319
H -0.115 -1.270 0.878 -0.7119 2.4705 -0.6674
```
Positions in Å, forces in eV/Å.

- E_LUMO (eV) = 1.09
- charge = 0

=====

# 12
Density functional theory data (ωB97M-V/def2-TZVPD) for a single C4H11NO molecule.

Geometry as XYZ:
```
17
Properties=species:S:1:pos:R:3:forces:R:3
C -0.331 0.690 -2.105 0.1044 -0.3567 -0.4401
C -0.395 -0.394 -1.027 0.3070 0.9427 0.0317
C 0.184 0.102 0.308 0.5122 -0.6039 0.2083
N 1.631 -0.212 0.356 -0.5119 -0.1645 -0.2448
C -0.472 -0.585 1.491 0.2894 0.5897 0.5090
O -0.356 0.302 2.620 -0.0921 -0.0935 -0.0861
H -0.488 0.272 -3.101 -0.2957 -0.0864 0.0069
H 0.652 1.149 -2.190 0.1661 0.1510 0.3231
H -1.073 1.466 -1.945 -0.0087 0.1442 0.0709
H 0.192 -1.250 -1.348 -0.0816 -0.2349 0.0961
H -1.433 -0.684 -0.883 -0.1045 -0.1736 -0.0774
H 0.055 1.177 0.467 -0.4606 0.0567 -0.2764
H 1.977 -0.055 1.293 0.1819 0.2791 -0.0758
H 2.118 0.378 -0.306 0.2479 0.0480 0.2123
H 0.086 -1.493 1.722 -0.2312 -0.3496 -0.1914
H -1.520 -0.785 1.281 -0.1242 -0.1474 0.0194
H -0.828 -0.080 3.368 0.1016 -0.0009 -0.0856
```
Positions in Å, forces in eV/Å.

- E_LUMO (eV) = 1.00
- charge = 0

=====

# 13
Density functional theory data (ωB97M-V/def2-TZVPD) for 2 unconnected molecules or ions with the total composition C4H11NO in a non-equilibrium geometry.

Geometry as XYZ:
```
17
Properties=species:S:1:pos:R:3:forces:R:3
C 2.023 -1.176 -1.411 -0.3741 -0.1314 -0.2140
C 0.593 -0.765 -1.120 0.5803 -0.3062 0.1331
N 0.035 0.100 -2.000 -0.3169 0.0363 0.2788
O -0.005 -1.158 -0.139 0.0449 -0.0918 -0.0456
H 2.627 -0.998 -0.526 0.0939 0.2295 -0.0377
H 2.400 -0.670 -2.295 0.3069 0.1103 0.0984
H 2.064 -2.245 -1.596 -0.1287 -0.1711 -0.0097
H -0.892 0.402 -1.746 -0.0117 0.0703 -0.4075
H 0.444 0.313 -2.890 -0.0568 0.1200 0.0509
C -1.663 0.704 1.841 0.9992 0.7460 -0.3655
C -0.809 1.810 2.523 -0.2916 -1.0030 0.3305
H -2.319 0.257 2.566 -0.3495 -0.3928 0.0763
H -2.250 1.206 1.067 -0.2195 -0.3313 0.0468
H -1.037 -0.032 1.331 -0.3410 -0.0396 0.3480
H -1.227 2.739 2.167 0.5327 0.6400 0.2662
H -0.891 1.735 3.606 -0.3569 0.2749 0.1044
H 0.269 1.706 2.389 -0.1113 0.2398 -0.6534
```
Positions in Å, forces in eV/Å.

- E_LUMO (eV) = 0.83
- charge = 0

=====

# 14
Density functional theory data (ωB97M-V/def2-TZVPD) for 2 unconnected molecules or ions with the total composition C4H11NO in a non-equilibrium geometry.

Geometry as XYZ:
```
17
Properties=species:S:1:pos:R:3:forces:R:3
C -2.091 1.419 0.170 0.2899 2.3300 0.7156
C -1.668 1.984 1.388 0.0142 -0.7054 -3.8252
N -0.864 1.178 2.219 0.5726 -1.1297 -2.3679
H -2.261 1.952 -0.841 -0.2275 -0.3335 2.2932
H -2.208 0.347 0.059 0.5498 -0.0916 0.3471
H -1.614 3.071 1.650 -0.5477 -0.8876 -0.6958
H 0.001 0.948 1.628 -1.6483 0.2946 1.8430
H -0.664 1.709 3.009 1.0042 0.5083 1.6840
C 2.073 -1.006 -1.200 1.0049 -1.5765 1.3454
C 0.637 -1.245 -0.876 -1.4240 -0.4179 0.7451
O 0.125 -2.541 -1.145 0.2625 -0.9694 -0.6515
H 2.399 -0.015 -1.023 -0.0274 1.3041 0.2019
H 2.723 -1.612 -0.482 -0.7342 0.4373 -1.0761
H 2.333 -1.236 -2.217 0.0063 -0.3281 -0.4778
H -0.088 -0.629 -1.376 0.1728 0.7612 -0.6739
H 0.366 -1.095 0.169 0.6964 0.4389 0.4528
H 0.802 -3.229 -1.133 0.0355 0.3652 0.1402
```
Positions in Å, forces in eV/Å.

- E_LUMO (eV) = 0.83
- charge = 0

=====

So what do the calculations give for energy relative to the best compared isomer or geometry (same formula, charge and spin)? Going down the list: 2.4947 1.8167 3.0984 0.9955 2.1320 0.6578 8.0559 1.4009 1.7021 2.6124 4.8856 0.8914 0.3452 2.8609 eV.
So what do the calculations give for Kohn-Sham gap? Going down the list: 0.36396 0.33723 0.36823 0.34651 0.33365 0.37367 0.17160 0.33682 0.33606 0.35251 0.36502 0.37606 0.39385 0.34140 hartree.
So what do the calculations give for HOMO energy? Going down the list: -0.328 -0.307 -0.348 -0.316 -0.300 -0.339 -0.275 -0.307 -0.300 -0.322 -0.325 -0.339 -0.363 -0.311 Eh.